{"formula": "C40H44BNO2S", "method": "ωB97M-V with the def2-TZVPD basis set", "largest_force_ev_per_a": 3.89, "lumo_energy_ev": -3.0, "orbital_gap_ev": 2.99, "species": ["S", "O", "O", "N", "C", "C", "C", "C", "C", "C", "C", "C", "C", "C", "C", "C", "C", "C", "C", "C", "C", "C", "C", "C", "C", "C", "C", "C", "C", "C", "C", "C", "C", "C", "C", "C", "C", "C", "C", "C", "C", "C", "C", "C", "B", "H", "H", "H", "H", "H", "H", "H", "H", "H", "H", "H", "H", "H", "H", "H", "H", "H", "H", "H", "H", "H", "H", "H", "H", "H", "H", "H", "H", "H", "H", "H", "H", "H", "H", "H", "H", "H", "H", "H", "H", "H", "H", "H", "H"], "coordinates": [[-2.180217, -0.241398, 4.316714], [-1.618242, 0.636262, 1.681484], [-1.797982, -1.500341, 0.645013], [4.493907, -1.707944, 2.622862], [0.459815, -0.990755, 1.888910], [3.705646, -2.462358, -2.173424], [4.885950, -1.997517, -1.574011], [-3.329235, -1.117893, -1.114236], [2.462811, -0.584377, -1.208619], [-2.635298, 0.845777, -6.232411], [-1.984620, -2.655415, 3.405145], [5.012171, -3.045930, 2.838630], [1.309404, 0.072292, 2.173194], [-3.777377, 1.585507, 1.175460], [2.658534, -0.155938, 2.410802], [-0.797076, 1.341575, -4.156721], [0.106573, 4.010262, -3.545199], [0.604769, 0.426978, -2.362625], [2.508406, -1.784347, -1.959384], [-0.553536, 0.324379, -5.104380], [-2.899533, -1.520487, 5.250425], [-2.002310, 2.073447, -4.253687], [-3.644645, -1.268937, 6.494396], [0.125208, 5.350861, -3.171125], [4.878193, -0.781260, -0.876911], [-4.138642, -1.288994, 1.237434], [5.483972, -0.650631, 2.541853], [0.767908, 4.686927, -0.925676], [-1.943634, 1.371245, -0.527758], [-2.618805, 0.735963, 0.673886], [-1.680359, -1.348656, 3.082870], [3.688106, -0.074190, -0.719387], [1.210647, 0.158700, -1.132342], [-2.995232, -0.807202, 0.351129], [0.944583, -2.295957, 1.874467], [0.697057, 3.336958, -1.284809], [-2.701426, -2.744261, 4.651093], [0.409481, 5.690432, -1.837966], [-2.913383, 1.825808, -5.275168], [0.307628, 2.970209, -2.590331], [-1.472897, 0.074472, -6.120912], [2.273204, -2.556258, 2.186313], [0.093241, 1.585167, -2.998703], [3.162837, -1.478692, 2.414724], [-1.148557, -0.712350, 1.657111], [-2.212079, 2.855471, -3.517290], [5.813865, -0.378205, -0.480885], [1.572862, -2.181965, -2.349658], [3.323146, 0.685303, 2.591255], [-4.236944, 1.174362, 2.080841], [0.946912, 2.549633, -0.570666], [-3.984561, -2.225156, 6.897754], [6.419992, -1.085630, 2.157220], [-3.417257, 2.590235, 1.419063], [-1.637555, 2.398848, -0.303442], [-0.078748, 6.118973, -3.922129], [-4.516369, -0.641437, 6.291293], [-1.277495, -0.724930, -6.837204], [-5.088164, -0.869783, 0.875386], [-3.608077, -2.176197, -1.214072], [6.001961, -2.953737, 3.304283], [1.111094, 4.955814, 0.077929], [3.666988, 0.888996, -0.211155], [0.831143, 0.488541, -0.169183], [5.154847, 0.140199, 1.854634], [-3.052775, -3.673434, 5.091908], [-3.829233, 2.419559, -5.315296], [-1.028957, 0.816422, -0.762729], [5.114112, -3.595917, 1.888239], [0.283240, -3.132947, 1.661221], [0.375734, -0.245461, -5.053388], [-2.591220, 1.373178, -1.415682], [-1.686365, -3.521945, 2.827972], [0.519074, -0.449704, -3.014813], [0.937604, 1.094688, 2.202632], [0.376189, 6.736717, -1.528108], [-4.538403, 1.675405, 0.387733], [-4.178003, -0.500711, -1.432916], [5.679731, -0.199573, 3.529758], [-2.467933, -0.935969, -1.766573], [-3.995166, -0.990795, 2.282827], [-3.327801, 0.685750, -7.058488], [4.352515, -3.616917, 3.506312], [2.636721, -3.580964, 2.231602], [-3.019439, -0.765111, 7.235146], [3.718266, -3.354752, -2.802616], [5.817223, -2.547658, -1.712074], [-4.226063, -2.382545, 1.211410], [-0.071657, 3.752217, -4.596183]], "atomic_forces_ev_per_a": [[-0.48, -1.10, 0.02], [-0.28, 1.18, -1.17], [0.15, 0.54, -1.29], [0.93, -0.15, 0.11], [-1.57, 1.07, -1.57], [-0.06, 0.15, 0.38], [-0.24, 0.45, -0.26], [-0.18, 0.25, 0.19], [0.57, -1.25, -0.32], [0.06, -0.03, 0.25], [-0.06, 1.09, 1.01], [-0.09, 0.16, -0.08], [0.75, -0.44, 0.13], [-0.11, 0.01, -0.12], [0.01, -0.11, -0.09], [-0.23, -0.28, -0.56], [0.02, -0.21, 0.14], [-0.96, 0.95, -0.72], [0.21, 0.19, -0.05], [-0.19, 0.28, 0.24], [0.51, -0.77, -0.73], [0.25, 0.08, 0.06], [-0.22, 0.11, 0.41], [0.09, -0.26, 0.33], [-0.10, -0.34, -0.33], [-0.42, 0.05, 0.19], [-0.10, -0.13, 0.10], [-0.11, -0.18, 0.01], [-0.04, 0.17, -0.36], [0.05, -0.72, -0.11], [-0.15, -0.66, 0.19], [-0.71, 0.00, 0.53], [0.96, 0.39, -0.68], [0.15, 0.25, -0.23], [0.97, -0.17, 0.32], [0.12, 0.19, -0.41], [0.23, 0.65, -0.02], [0.09, -0.34, -0.27], [0.26, -0.05, -0.01], [0.11, 0.83, -0.07], [-0.05, 0.16, -0.02], [-0.07, 0.24, -0.16], [-0.18, -1.33, 1.09], [-0.45, 0.18, -0.12], [1.17, -2.14, 3.03], [0.02, -0.40, -0.25], [-0.39, -0.12, -0.10], [0.24, -0.03, 0.04], [-0.10, -0.17, 0.12], [0.15, 0.02, -0.25], [-0.08, 0.45, -0.09], [-0.04, 0.14, 0.13], [-0.25, 0.27, 0.13], [0.02, -0.08, -0.07], [-0.21, -0.07, 0.09], [0.09, -0.24, 0.35], [-0.04, -0.01, 0.21], [-0.02, 0.30, 0.15], [0.12, -0.04, 0.12], [0.06, 0.26, 0.11], [-0.30, -0.17, -0.09], [-0.30, -0.10, -0.35], [0.14, -0.25, -0.04], [0.41, 0.60, 0.01], [0.15, -0.23, 0.18], [-0.04, 0.12, -0.03], [0.28, -0.26, -0.08], [-0.70, 0.07, 0.13], [0.01, -0.03, 0.20], [0.02, 0.23, 0.01], [-0.27, 0.14, -0.08], [0.14, 0.11, 0.11], [-0.21, 0.15, -0.19], [0.43, 0.11, 0.00], [-0.15, -0.12, -0.01], [0.16, -0.34, -0.06], [0.04, 0.01, 0.18], [0.08, -0.11, -0.16], [0.03, 0.01, -0.25], [-0.14, 0.04, 0.10], [-0.10, -0.13, -0.27], [0.17, -0.06, 0.24], [0.25, 0.14, -0.13], [-0.08, 0.23, -0.14], [-0.13, -0.01, 0.12], [-0.03, 0.19, 0.36], [-0.24, 0.17, 0.07], [0.18, 0.21, -0.07], [0.01, 0.11, 0.55]], "lowdin_charge": [1.085, 0.011, 0.057, -0.196, -0.099, -0.064, -0.065, -0.017, -0.185, -0.069, -0.137, -0.071, -0.067, -0.010, -0.036, -0.181, -0.023, -0.003, -0.021, -0.022, -0.613, -0.039, -0.136, -0.061, -0.076, -0.018, -0.081, -0.053, -0.016, -0.455, -0.389, -0.020, 0.091, -0.465, -0.024, -0.007, -0.141, -0.057, -0.060, -0.163, -0.067, -0.008, -0.065, -0.244, -0.958, 0.123, 0.107, 0.119, 0.095, 0.079, 0.109, 0.073, 0.086, 0.087, 0.091, 0.111, 0.070, 0.109, 0.088, 0.090, 0.085, 0.114, 0.117, 0.099, 0.060, 0.096, 0.113, 0.054, 0.089, 0.115, 0.116, 0.084, 0.100, 0.117, 0.118, 0.110, 0.090, 0.085, 0.095, 0.071, 0.069, 0.108, 0.089, 0.093, 0.069, 0.109, 0.107, 0.099, 0.125]}